[1]
Below is a single C14H20N2O2 molecule, with properties calculated with wB97M-V/def2-TZVPD.

Structure (ORCA input):
```
! RIJCOSX wB97M-V def2-TZVPD def2/J DEFGRID3
* xyz 0 1
O -5.58261 0.30232 0.21522
O -4.32135 -0.80503 1.67378
N 5.47371 -1.41303 -0.38036
N 1.44154 1.04268 0.15602
C -1.43538 -0.81712 0.49753
C -3.67679 -0.78288 -0.66842
C -4.51830 -0.44625 0.54430
C 1.99047 -0.26560 0.45750
C -2.45903 -1.62777 -0.29432
C -0.99467 0.43150 -0.26815
C 3.48388 -0.26039 0.28068
C 6.18217 -0.34688 -0.05205
C 5.61463 0.81420 0.45191
C 4.24165 0.85472 0.62113
C -3.24318 0.49174 -1.40273
C -2.22988 1.27987 -0.57827
C 0.05573 1.25386 0.51610
C 4.16354 -1.36567 -0.21905
H 7.25034 -0.43145 -0.20370
H 1.76048 -0.48012 1.50837
H -2.78038 -2.48289 0.30231
H -0.54528 0.12394 -1.22179
H -0.04145 1.05072 1.58622
H -1.88161 -0.51659 1.44643
H 6.23147 1.66282 0.70544
H -0.57637 -1.45149 0.72039
H -2.79030 0.20649 -2.35505
H -4.11798 1.10802 -1.61439
H -2.00021 -2.00359 -1.21186
H 3.62764 -2.26318 -0.50458
H 3.74495 1.73298 1.00508
H 1.56167 -1.07911 -0.15195
H -0.13759 2.31988 0.36203
H -2.68769 1.59876 0.36112
H -4.33504 -1.35755 -1.33137
H -6.11522 0.49074 1.00382
H 1.58414 1.25503 -0.82696
H -1.93769 2.17634 -1.13039
*
```

Output
LUMO = 0.699 eV
ΔE to the lowest compared entry with this formula, charge and spin = 13.99 kcal/mol
gap between HOMO and LUMO = 9.5 eV
structure (SMILES) = O=C(O)[C@H]1CC[C@@H](CNCc2cccnc2)CC1
highest occupied orbital energy = -8.830 eV

How is the electron density shared among the atoms? According to Löwdin, the charges in e are: 0.1091, 0.1170, 0.0537, -0.0738, -0.1612, -0.2315, -0.5057, -0.1986, -0.1416, -0.3104, -0.1979, -0.1622, -0.0613, -0.0288, -0.1468, -0.1593, -0.1932, -0.1149, 0.1003, 0.1333, 0.1196, 0.1446, 0.1242, 0.1164, 0.0988, 0.1057, 0.1224, 0.1129, 0.1219, 0.1108, 0.1091, 0.1133, 0.1153, 0.1285, 0.1561, 0.1337, 0.1232, 0.1173

[2]
Below is a single C3H4O3S molecule at a distorted geometry, with properties calculated with wB97M-V/def2-TZVPD.

Structure (ORCA input):
```
! RIJCOSX wB97M-V def2-TZVPD def2/J DEFGRID3
* xyz 0 1
S 1.20084 0.75985 -1.10760
O -1.34574 -1.98494 0.29599
O -0.63428 2.43854 1.03936
O 0.90034 -1.96514 -0.18733
C -0.93616 1.04166 0.99173
C -0.15695 -1.37712 0.01211
C -0.02898 0.20915 -0.12395
H -1.06193 -2.89209 0.18330
H -0.29941 0.35977 1.88014
H -2.07654 0.65599 1.11792
H -0.40554 2.56882 0.07676
*
```

Output
LUMO = -1.157 eV
ΔE to the lowest compared entry with this formula, charge and spin = 77.28 kcal/mol
gap between HOMO and LUMO = 8.3 eV
structure (SMILES) = O=C(O)C(=S)CO
highest occupied orbital energy = -9.459 eV

How is the electron density shared among the atoms? According to Löwdin, the charges in e are: 0.7826, 0.1090, -0.0990, 0.0427, -0.2476, -0.5264, -0.5886, 0.1157, 0.1840, 0.1577, 0.0699

[3]
Below is a 4-piece molecular cluster, C16H19F24N3O4P overall at a distorted geometry, with properties calculated with wB97M-V/def2-TZVPD.

Structure (ORCA input):
```
! RIJCOSX wB97M-V def2-TZVPD def2/J DEFGRID3
* xyz 1 1
P -5.90102 0.49060 4.82390
F 0.72925 -1.04625 -3.52565
F 0.15451 -2.14667 0.00370
F 0.99018 -0.37768 -5.83613
F -4.38340 -0.36018 2.79339
F 4.39111 0.39035 -5.11513
F -5.41308 -2.88355 2.35433
F 3.43555 3.50824 -0.62168
F 4.40947 1.74446 0.20691
F 5.70984 5.05693 0.09443
F 2.73444 -1.60497 -6.28036
F -1.50216 -4.14199 -1.16153
F 6.66059 -0.74542 -1.48522
F 6.64634 0.55897 0.93966
F -3.50735 -3.58327 1.59318
F 8.64721 0.26776 0.14181
F 5.77878 1.22156 -1.71793
F 3.00495 -0.53043 -3.72910
F -0.14680 2.17684 -2.32543
F -1.23165 -3.06744 1.38973
F -1.17648 -0.34653 -2.76450
F -0.07471 1.56629 -4.41036
F -3.24642 -2.91470 -0.71731
F -4.31131 -0.97073 0.70847
F 6.11456 3.51335 -1.36978
O -1.61996 -0.96614 0.63406
O -6.36604 1.65311 5.78925
O 6.79777 3.24199 0.77426
O 2.61664 1.57088 -4.48477
N -6.66959 -1.03209 5.34212
N -7.69859 -1.82273 3.13616
N -9.28823 -1.49926 5.00138
C -7.84040 -1.43225 4.47260
C 0.46811 1.30875 -3.19237
C 4.38671 3.09993 0.26179
C 0.16230 -0.11042 -2.73001
C -2.27874 -0.85691 1.90130
C 3.06825 0.26125 -4.82819
C -4.07430 -2.64744 2.38882
C 2.33118 -0.32833 -6.03639
C 5.75222 3.70878 -0.07777
C 7.80431 2.44987 0.13299
C 7.47927 0.96093 -0.05490
C 1.95786 1.68011 -3.21753
C 6.93674 0.58490 -1.42806
C -3.76849 -1.22827 1.92646
C -1.16835 -2.27577 0.29063
C -1.90542 -2.86535 -0.91756
H 4.06978 3.39108 1.26607
H -7.49564 -1.14640 2.35555
H -7.76845 -2.86991 2.97785
H -2.21884 0.21068 2.14319
H 2.52750 1.18752 -2.41871
H -9.78003 -2.21731 4.39074
H 0.50056 -0.27674 -1.70392
H -1.72054 -2.26976 -1.81471
H -4.45276 0.37577 4.98401
H 2.01776 2.74770 -2.97564
H 8.65979 2.49895 0.81681
H 2.51606 0.26725 -6.93354
H -9.75887 -0.56780 4.90684
H -6.14778 0.87026 3.45721
H 8.16629 2.92094 -0.79022
H -1.70910 -1.34950 2.70012
H -3.73604 -2.81376 3.41491
H 7.66071 0.80598 -2.21669
H -6.92599 -0.99600 6.36648
*
```

Output
LUMO = -6.373 eV
gap between HOMO and LUMO = 6.7 eV
highest occupied orbital energy = -13.028 eV

How is the electron density shared among the atoms? According to Löwdin, the charges in e are: 0.7654, 0.0901, 0.1455, 0.0856, -0.0245, 0.1394, 0.0584, 0.0867, 0.0822, 0.1414, 0.0955, 0.1051, 0.0935, 0.1235, 0.1032, 0.1034, 0.0747, 0.1205, 0.0999, 0.1226, 0.0787, 0.1286, 0.0869, 0.1357, 0.1208, 0.0373, -0.4499, 0.0329, 0.0367, -0.0339, 0.0808, 0.1074, -0.2153, -0.4246, -0.2598, -0.2879, -0.0474, -0.4748, -0.2812, -0.2619, -0.4761, -0.0504, -0.4307, -0.0526, -0.2871, -0.4199, -0.4680, -0.2581, 0.1759, 0.1476, 0.1576, 0.1542, 0.1413, 0.1184, 0.1637, 0.1581, 0.0549, 0.1474, 0.1527, 0.1769, 0.1305, 0.0494, 0.1486, 0.1515, 0.1783, 0.1775, 0.1370

[4]
Below is C27H40BN9ORu as an isolated structure at a distorted geometry, with properties calculated with wB97M-V/def2-TZVPD.

Structure (ORCA input):
```
! RIJCOSX wB97M-V def2-TZVPD def2/J DEFGRID3
* xyz 2 5
Ru -0.37442 0.38515 -0.60107
O 0.96720 2.40038 -0.77712
N 0.57154 -0.27826 2.00901
N 1.35203 -0.82841 -0.90524
N -0.79888 -2.00839 0.77296
N 1.65917 -1.58688 0.18037
N -0.18246 0.66666 1.40627
N -1.31088 -1.18585 -0.15051
N 1.75638 2.65831 0.11529
N 3.58961 3.66154 2.60613
N 3.51113 4.79717 -1.89636
C 3.19409 4.23203 -0.93209
C 3.27650 0.75274 -3.39503
C 1.73307 -0.66371 4.18244
C -1.31937 2.78750 2.15289
C 2.52096 -1.52092 -4.19787
C -3.38474 -0.91149 -1.56521
C 3.26055 3.71509 1.50045
C -2.05425 2.90459 0.78901
C 3.32241 -1.77116 -1.31727
C -0.50691 1.57079 2.33608
C 2.37876 -0.93922 -1.79882
C -2.50791 0.15078 -2.24866
C -1.69212 -2.99512 1.01007
C 0.79378 0.02797 3.27951
C 0.08514 1.20513 3.57678
C -0.40330 3.96245 2.33703
C 2.27124 -0.37263 -3.19770
C 2.75149 3.47555 0.20355
C -2.54286 -1.66574 -0.54738
C -1.45188 -4.09862 1.98924
C -2.78275 -2.78513 0.16936
C -3.89500 -1.88803 -2.67813
C -4.48385 -0.22731 -0.78444
C -2.39520 2.72607 3.32471
C 3.56625 -3.22105 0.79864
C 0.84089 0.11070 -3.52759
C 2.84041 -2.19920 -0.07645
B 0.63430 -1.70109 1.31448
H -0.37867 -4.36591 1.77187
H -4.59833 -1.37574 -3.40875
H -3.18368 3.44805 3.11203
H -2.03056 2.86486 4.33047
H 0.43102 3.90706 1.70878
H -2.71692 3.76719 0.83973
H 0.16025 1.87061 4.42608
H 3.52428 -1.91314 -4.15171
H 3.72561 -2.85140 1.83442
H -1.03805 4.85160 2.21841
H 3.01378 -4.13336 0.79134
H -2.84423 1.74226 3.33553
H -5.19775 -0.94154 -0.31717
H 1.79067 -2.33554 -4.01834
H -1.35885 3.00394 -0.05060
H 0.76188 0.30947 -4.59472
H 2.99349 1.69093 -2.86276
H -4.24663 0.44816 -0.00245
H 0.66846 1.02751 -3.00208
H 2.33682 -1.40253 3.67809
H -1.63231 -3.73767 2.98061
H 4.24968 0.34388 -3.06023
H 1.14458 -1.12155 4.96096
H 4.25472 -2.04461 -1.72737
H 0.02878 4.00845 3.38318
H -3.14585 0.61788 -2.97405
H -3.63571 -3.42880 0.15480
H -5.12611 0.18762 -1.57756
H 0.10398 -0.61686 -3.21868
H -1.67452 -0.28737 -2.72753
H 3.39534 1.05034 -4.41910
H -2.66479 2.02798 0.63123
H 0.91491 -2.60554 1.99057
H 2.25821 0.09619 4.69944
H -4.52588 -2.60496 -2.19725
H 4.51123 -3.42709 0.30101
H -3.07981 -2.33808 -3.19185
H -2.20686 1.06044 -1.62017
H 2.33585 -1.14212 -5.23591
H -2.10822 -4.99298 1.75241
*
```

Output
LUMO (spin up / spin down) = -7.246 / -9.083 eV
gap between HOMO and LUMO (spin up / spin down) = 7.7 / 5.8 eV
highest occupied orbital energy (spin up / spin down) = -14.993 / -14.905 eV

How is the electron density shared among the atoms? According to Löwdin, the charges in e are: 1.4559, -0.0213, 0.0334, -0.0082, 0.0582, 0.0347, -0.0423, -0.0915, 0.0619, 0.2445, 0.2492, -0.1093, -0.0182, 0.0285, -0.5266, -0.0297, -0.5164, -0.1304, -0.0364, 0.0513, -0.2379, -0.2180, -0.0614, -0.1937, -0.2351, 0.0860, -0.0261, -0.5339, -0.2239, -0.1648, 0.0244, 0.0710, 0.0064, -0.0229, -0.0027, 0.0235, -0.0641, -0.1852, -0.4451, 0.1033, 0.1266, 0.0930, 0.0845, 0.0331, 0.1042, 0.1350, 0.0839, 0.0980, 0.1141, 0.0803, 0.0861, 0.1139, 0.1060, 0.0547, 0.1116, 0.0806, 0.0671, 0.0424, 0.0798, 0.0934, 0.1049, 0.1046, 0.1290, 0.1212, 0.1131, 0.1405, 0.1091, 0.0497, 0.0340, 0.0907, 0.0504, 0.1175, 0.0906, 0.0799, 0.0901, 0.0839, 0.0804, 0.1101, 0.1247

[5]
Below is a single C7H15N3SSi molecule at a distorted geometry, with properties calculated with wB97M-V/def2-TZVPD.

Structure (ORCA input):
```
! RIJCOSX wB97M-V def2-TZVPD def2/J DEFGRID3
* xyz 0 1
S -0.38821 -1.97056 -0.06877
Si 0.99831 0.67766 -0.04180
N -1.86532 0.44650 1.56175
N -3.91801 0.95436 0.80246
N -1.90920 0.25937 0.22422
C -0.74337 -0.11930 -0.46100
C -1.70518 -2.73257 -1.05749
C 2.07862 0.56944 -1.70318
C 1.92948 -0.40175 1.24626
C -3.04855 0.89821 1.86730
C -3.15616 0.59883 -0.23865
C 0.77954 2.43634 0.65723
H -1.98737 -3.76896 -0.79036
H 1.41035 0.79299 -2.64339
H 0.79496 3.18419 -0.00996
H 1.89032 -1.39936 0.99258
H 2.84466 1.32542 -1.80207
H -1.46011 -2.84565 -2.12427
H -3.40754 0.55911 -1.20723
H -0.80548 -0.09088 -1.55715
H -0.10668 2.33301 1.21959
H 1.54843 2.63712 1.33654
H -3.23996 1.04340 2.94508
H 2.67452 -0.28381 -1.68877
H -2.55631 -1.95598 -0.95744
H 1.49036 -0.37741 2.21895
H 2.99338 -0.01104 1.29250
*
```

Output
LUMO = 0.704 eV
ΔE to the lowest compared entry with this formula, charge and spin = 0.00 kcal/mol
gap between HOMO and LUMO = 9.6 eV
structure (SMILES) = CS[C@@H](n1cncn1)[Si](C)(C)C
highest occupied orbital energy = -8.921 eV

How is the electron density shared among the atoms? According to Löwdin, the charges in e are: 0.8021, 0.6091, 0.0844, 0.0760, -0.2190, -0.5337, -0.4252, -0.1718, -0.2133, -0.2153, -0.1180, -0.1427, 0.0394, 0.0637, -0.0170, -0.0595, 0.0059, 0.0282, 0.0865, 0.0816, -0.0011, 0.0148, 0.1158, -0.0155, 0.0428, 0.0207, 0.0612

[6]
Below is C14H19AuCl2N2O7P as an isolated structure, with properties calculated with wB97M-V/def2-TZVPD.

Structure (ORCA input):
```
! RIJCOSX wB97M-V def2-TZVPD def2/J DEFGRID3
* xyz 1 3
Au -0.30196 1.13890 -1.00803
Cl -1.61863 3.28587 -1.94341
Cl 1.15708 3.25502 -2.89039
P 0.54599 1.74579 1.06903
O -4.34120 -2.73767 -3.18532
O -4.19485 -1.67693 -1.30078
O 2.03907 -2.04777 -0.38325
O -1.40377 -6.77416 -2.19107
O 0.65527 -6.34902 -1.68281
O -1.69163 -0.64728 -1.89392
O 1.21689 -0.24585 -1.34722
N -3.76497 -2.38645 -2.18163
N -0.48919 -6.03176 -1.91054
C 2.32075 1.34752 1.03287
C 3.09067 1.61624 2.32039
C -0.16877 -0.75670 2.08741
C -2.11672 -4.18885 -2.10609
C 0.32323 3.85499 2.96523
C -0.81115 -4.58874 -1.83002
C 1.14694 -1.49489 -0.98636
C -0.23401 0.74054 2.36731
C 0.19573 -3.69968 -1.45648
C -1.37506 -1.84419 -1.75568
C 0.28545 3.50429 1.47851
C -0.33071 4.16710 -2.83049
C -2.38432 -2.85988 -2.00996
C -0.05007 -2.35095 -1.40699
H 0.85481 -1.10785 1.94959
H 4.11176 1.25480 2.21024
H 0.26750 0.99827 3.30541
H 2.74003 1.89854 0.18606
H 1.05009 4.04922 0.91558
H -0.60919 -1.30858 2.91548
H -0.74041 -1.00514 1.18707
H -0.51967 3.41334 3.49593
H 2.38221 0.29562 0.73952
H 1.17842 -4.07534 -1.20993
H -0.71322 4.33238 -3.83047
H 1.23879 3.52337 3.44964
H -0.17246 5.09458 -2.29365
H -2.87140 -4.91846 -2.36484
H 2.65208 1.09687 3.17322
H -1.26907 1.07601 2.46933
H 0.25385 4.93520 3.08228
H -0.67582 3.79291 1.04583
H 3.14168 2.67880 2.55336
*
```

Output
LUMO (spin up / spin down) = -3.407 / -6.518 eV
gap between HOMO and LUMO (spin up / spin down) = 9.0 / 6.8 eV
highest occupied orbital energy (spin up / spin down) = -12.402 / -13.282 eV

How is the electron density shared among the atoms? According to Löwdin, the charges in e are: 0.7822, 0.5622, 0.5737, 0.8816, 0.1385, 0.1273, 0.1080, 0.1180, 0.1239, 0.0144, -0.1735, -0.3540, -0.3377, -0.3632, -0.1138, -0.1221, 0.1083, -0.1245, -0.0477, -0.5890, -0.3691, 0.0899, -0.2597, -0.3727, -0.9390, -0.0196, 0.0078, 0.0741, 0.0871, 0.0893, 0.0930, 0.0911, 0.0883, 0.0592, 0.0762, 0.0632, 0.1432, 0.0410, 0.0634, 0.0372, 0.1509, 0.0751, 0.0979, 0.0852, 0.0661, 0.0684

Please write out number 2 again, unchanged.
Below is a single C3H4O3S molecule at a distorted geometry, with properties calculated with wB97M-V/def2-TZVPD.

Structure (ORCA input):
```
! RIJCOSX wB97M-V def2-TZVPD def2/J DEFGRID3
* xyz 0 1
S 1.20084 0.75985 -1.10760
O -1.34574 -1.98494 0.29599
O -0.63428 2.43854 1.03936
O 0.90034 -1.96514 -0.18733
C -0.93616 1.04166 0.99173
C -0.15695 -1.37712 0.01211
C -0.02898 0.20915 -0.12395
H -1.06193 -2.89209 0.18330
H -0.29941 0.35977 1.88014
H -2.07654 0.65599 1.11792
H -0.40554 2.56882 0.07676
*
```

Output
LUMO = -1.157 eV
ΔE to the lowest compared entry with this formula, charge and spin = 77.28 kcal/mol
gap between HOMO and LUMO = 8.3 eV
structure (SMILES) = O=C(O)C(=S)CO
highest occupied orbital energy = -9.459 eV

How is the electron density shared among the atoms? According to Löwdin, the charges in e are: 0.7826, 0.1090, -0.0990, 0.0427, -0.2476, -0.5264, -0.5886, 0.1157, 0.1840, 0.1577, 0.0699